{"formula": "C4H5Cl3O", "method": "ωB97M-V/def2-TZVPD", "orbital_gap_ev": [8.42, 7.12], "e_tot_ha": -1611.0439, "multiplicity": 1, "e_lumo_ha": [0.005, -0.024], "elements": ["C", "H", "H", "C", "H", "H", "Cl", "H", "Cl", "C", "O", "Cl", "C"], "xyz": [[0.803, 0.200, 1.320], [1.029, -0.735, 1.985], [1.565, 0.985, 1.572], [0.999, 0.542, -1.324], [0.171, 0.483, -2.050], [1.560, 1.359, -1.334], [-2.349, 0.828, 0.507], [-0.122, 0.609, 1.599], [-1.865, -1.866, 0.841], [0.793, -0.146, -0.062], [1.673, -0.652, -0.875], [-2.485, -1.021, -1.900], [-1.772, -0.586, -0.279]]}